(one)
Below is the molecule C3H5NS2, with properties calculated with ωB97M-V with the def2-TZVPD basis set.

Summary:
Highest occupied orbital energy, Ha: -0.3136
2S+1: 1
LUMO energy, hartree: -0.018

Element x y z (Å)
C (0.85, -0.32, -1.66)
C (-0.27, -0.77, 0.47)
C (-0.92, 0.36, 1.09)
N (1.17, 0.21, -0.53)
S (1.37, 0.23, -3.05)
S (-0.60, -1.34, -1.17)
H (0.38, -1.37, 1.09)
H (-1.88, 0.00, 1.55)
H (-1.10, 1.07, 0.33)
H (-0.42, 0.87, 1.92)
H (1.43, 1.06, -0.06)

Mulliken population analysis, charges in e, atoms 1 to 2: 0.269, 0.065


(two)
Below is the molecule C3H5NS2, with properties calculated with ωB97M-V with the def2-TZVPD basis set.

Summary:
SMILES string: C=CC(=S)NS
Highest occupied orbital energy, Ha: -0.3152
2S+1: 1
LUMO energy, hartree: 0.000

Element x y z (Å)
C (0.37, 0.60, 0.13)
C (-1.09, 0.41, 0.24)
C (-1.73, -0.66, -0.13)
H (2.89, 0.85, -0.08)
H (0.48, -1.30, 0.02)
H (-1.70, 1.27, 0.45)
H (-2.77, -0.61, -0.38)
H (-1.38, -1.63, -0.39)
N (1.07, -0.47, 0.18)
S (2.75, -0.54, 0.00)
S (1.11, 2.07, -0.05)

Mulliken population analysis, charges in e, atoms 1 to 2: 0.598, 0.044


Most stable: (two) (next structure +30.8 kcal/mol)


(one)
Below is C6H13NO as an isolated structure, with properties calculated with ωB97M-V with the def2-TZVPD basis set.

Summary:
Highest occupied orbital energy, Ha: -0.3029
2S+1: 1
LUMO energy, hartree: 0.039

Element x y z (Å)
C (0.59, -0.59, -0.43)
C (-1.63, -0.84, 0.57)
C (-0.38, 1.51, 0.28)
C (-2.58, -0.62, -0.58)
N (-0.03, 0.12, 0.55)
C (2.19, 0.50, -0.49)
C (3.16, 0.52, 0.40)
O (1.02, -1.84, -0.10)
H (1.30, -1.82, 0.82)
H (0.19, -0.60, -1.45)
H (-2.00, -0.45, 1.52)
H (-1.34, -1.88, 0.70)
H (2.25, 0.99, -1.46)
H (-0.65, 1.71, -0.76)
H (0.46, 2.14, 0.57)
H (-1.22, 1.77, 0.92)
H (-2.81, 0.44, -0.72)
H (-2.17, -1.00, -1.52)
H (-3.53, -1.12, -0.41)
H (3.06, 0.05, 1.37)
H (4.11, 1.01, 0.22)

Mulliken population analysis, charges in e, atoms 1 to 2: -0.241, -0.478


(two)
Below is the molecule C6H13NO, with properties calculated with ωB97M-V with the def2-TZVPD basis set.

Summary:
SMILES string: C=C(C)NC(C)(C)O
Highest occupied orbital energy, Ha: -0.2994
2S+1: 1
LUMO energy, hartree: 0.033

Element x y z (Å)
C (0.47, -1.06, -0.01)
C (-0.03, -1.39, -1.41)
C (1.92, -1.49, 0.16)
C (-0.48, 2.66, 0.36)
N (0.36, 0.36, 0.29)
C (-0.76, 1.17, 0.35)
C (-2.03, 0.75, 0.42)
O (-0.29, -1.76, 0.95)
H (-0.41, -1.09, 1.64)
H (1.19, 0.87, 0.00)
H (0.52, -0.82, -2.17)
H (0.09, -2.46, -1.62)
H (2.29, -1.28, 1.17)
H (2.58, -0.98, -0.55)
H (2.03, -2.58, 0.01)
H (-1.09, -1.17, -1.53)
H (0.16, 2.92, 1.21)
H (-1.40, 3.26, 0.43)
H (0.03, 2.95, -0.57)
H (-2.86, 1.45, 0.47)
H (-2.30, -0.30, 0.42)

Mulliken population analysis, charges in e, atoms 1 to 2: 1.186, -1.502


(three)
Below is the molecule C6H13NO, with properties calculated with ωB97M-V with the def2-TZVPD basis set.

Summary:
SMILES string: CC(=O)N(C)C(C)C
Highest occupied orbital energy, Ha: -0.3313
2S+1: 1
LUMO energy, hartree: 0.032

Element x y z (Å)
C (-1.76, -1.42, 0.19)
C (-0.38, -1.17, 0.71)
N (0.24, 0.00, 0.33)
C (1.57, 0.14, 0.91)
C (0.05, 2.41, -0.40)
C (-0.34, 0.94, -0.64)
C (0.27, 0.57, -2.02)
O (0.22, -1.95, 1.42)
H (-1.81, -2.07, -0.68)
H (-2.41, -0.58, -0.04)
H (-2.27, -1.97, 0.99)
H (2.29, -0.52, 0.46)
H (1.44, 0.05, 1.97)
H (1.93, 1.14, 0.68)
H (-0.43, 2.77, 0.51)
H (1.10, 2.51, -0.13)
H (-0.35, 3.00, -1.22)
H (-1.41, 0.85, -0.59)
H (1.34, 0.80, -1.95)
H (0.13, -0.47, -2.27)
H (-0.08, 1.24, -2.80)

Mulliken population analysis, charges in e, atoms 1 to 2: -1.164, 0.757


(four)
Below is a 2-piece molecular cluster, C6H13NO overall, with properties calculated with ωB97M-V with the def2-TZVPD basis set.

Summary:
SMILES string: C=C/C(N)=C/CC.O
Highest occupied orbital energy, Ha: -0.2934
2S+1: 1
LUMO energy, hartree: 0.031

Element x y z (Å)
C (2.00, 1.60, 0.25)
C (0.49, 1.78, 0.61)
N (-0.50, 0.19, -1.87)
C (-0.98, 0.04, -0.55)
C (-0.40, 0.60, 0.52)
C (-1.90, -1.98, 0.65)
C (-1.92, -1.07, -0.33)
H (2.64, 1.61, 1.13)
H (2.16, 0.64, -0.26)
H (2.35, 2.31, -0.49)
H (0.14, 2.55, -0.06)
H (0.48, 2.19, 1.61)
H (-0.90, -0.43, -2.56)
H (-0.44, 1.14, -2.21)
H (-0.61, 0.03, 1.41)
H (-2.68, -2.72, 0.73)
H (-1.05, -2.10, 1.30)
H (-2.80, -1.17, -0.97)
H (1.52, -1.23, 0.91)
H (1.13, -1.89, -0.39)
O (1.27, -2.09, 0.55)

Mulliken population analysis, charges in e, atoms 1 to 2: -1.084, -0.521


Most stable: (three) (next structure +7.1 kcal/mol)


(one)
Below is a 2-piece molecular cluster, C5H11N6O2 overall, with properties calculated with ωB97M-V with the def2-TZVPD basis set.

Summary:
Highest occupied orbital energy, Ha: -0.4765
Net charge: +1
2S+1: 1
LUMO energy, hartree: -0.123

Element x y z (Å)
C (2.37, 0.66, 0.97)
C (-1.93, 0.27, 0.23)
C (1.53, -0.18, -1.02)
C (0.18, 0.56, 0.06)
C (-1.43, 2.70, -0.63)
N (2.49, -0.34, -0.17)
N (1.09, 1.18, 0.91)
N (-0.69, -0.55, 0.28)
N (-1.16, 1.44, -0.01)
N (1.49, -0.73, -2.20)
N (-1.37, -2.94, 1.10)
O (3.25, 0.88, 1.72)
O (-3.07, 0.06, 0.50)
H (-1.95, 3.43, 0.19)
H (-0.39, 3.13, -0.78)
H (-2.05, 2.59, -1.51)
H (3.18, -1.04, -0.14)
H (0.69, 1.80, 1.60)
H (-0.65, -1.59, 0.71)
H (0.71, -0.66, -2.81)
H (2.31, -1.24, -2.70)
H (-1.03, -3.77, 0.66)
H (-2.33, -2.66, 0.96)
H (-1.21, -2.97, 2.08)

Mulliken population analysis, charges in e, atoms 1 to 2: 0.179, 0.408


(two)
Below is an isolated ion of composition C5H11N6O2 and charge +1, with properties calculated with ωB97M-V with the def2-TZVPD basis set.

Summary:
SMILES string: C=NCN1CNC(N(O)N=O)=[NH+]C1
Highest occupied orbital energy, Ha: -0.4868
Net charge: +1
2S+1: 1
LUMO energy, hartree: -0.156

Element x y z (Å)
C (0.19, 0.67, -1.39)
C (-0.05, 1.59, 0.85)
C (1.65, -2.35, 0.82)
C (1.67, -0.01, 0.61)
C (-1.93, 0.39, -0.14)
N (-3.28, -0.04, -0.16)
N (-4.07, 0.05, 0.90)
N (-1.18, 0.05, -1.15)
N (-1.46, 1.10, 0.91)
N (0.82, 0.91, -0.13)
N (1.03, -1.28, 0.81)
O (-3.64, -0.79, -1.33)
O (-5.15, -0.46, 0.83)
H (0.68, -0.09, -1.93)
H (-0.22, 1.62, -2.02)
H (0.06, 2.59, 0.58)
H (0.21, 1.47, 1.94)
H (0.97, -3.15, 0.88)
H (2.69, -2.34, 0.73)
H (2.54, -0.23, -0.01)
H (1.96, 0.63, 1.62)
H (-1.64, -0.40, -1.92)
H (-1.85, 0.80, 1.78)
H (-4.25, -1.42, -0.89)

Mulliken population analysis, charges in e, atoms 1 to 2: -0.491, -0.864


Most stable: (one) (next structure +101.2 kcal/mol)


(one)
Below is the molecule C21H26ClF3N4O, with properties calculated with ωB97M-V with the def2-TZVPD basis set.

Summary:
SMILES string: Cc1ccc(C)n1CCN1CCN(CC(=O)Nc2cc(C(F)(F)F)ccc2Cl)CC1
Highest occupied orbital energy, Ha: -0.2751
2S+1: 1
LUMO energy, hartree: 0.015

Element x y z (Å)
C (1.67, 1.00, -0.72)
C (2.47, 2.02, 0.01)
C (3.77, 1.96, 0.44)
C (4.06, 3.18, 1.09)
C (2.93, 3.96, 1.02)
N (1.97, 3.25, 0.36)
C (0.62, 3.69, 0.14)
H (0.24, 3.25, -0.79)
H (0.63, 4.78, 0.01)
C (-0.31, 3.32, 1.30)
N (-0.78, 1.95, 1.19)
C (-2.00, 1.85, 0.40)
C (-2.32, 0.38, 0.14)
N (-2.50, -0.29, 1.42)
C (-3.04, -1.63, 1.33)
C (-2.07, -2.62, 0.69)
O (-1.27, -3.28, 1.32)
N (-2.15, -2.63, -0.68)
C (-1.37, -3.31, -1.60)
C (-0.35, -4.19, -1.24)
C (0.39, -4.83, -2.21)
C (0.14, -4.63, -3.56)
C (-0.87, -3.76, -3.94)
C (-1.61, -3.11, -2.97)
Cl (-2.87, -2.02, -3.47)
H (-1.08, -3.59, -4.98)
H (0.72, -5.14, -4.31)
C (1.48, -5.77, -1.76)
F (2.13, -6.35, -2.78)
F (1.00, -6.77, -1.01)
F (2.40, -5.15, -1.02)
H (-0.15, -4.35, -0.19)
H (-2.87, -2.05, -1.11)
H (-3.23, -1.98, 2.35)
H (-3.98, -1.60, 0.78)
C (-1.29, -0.19, 2.21)
C (-0.97, 1.28, 2.46)
H (-0.04, 1.35, 3.03)
H (-1.79, 1.73, 3.04)
H (-1.45, -0.70, 3.16)
H (-0.43, -0.66, 1.70)
H (-3.25, 0.31, -0.43)
H (-1.50, -0.06, -0.45)
H (-1.86, 2.36, -0.55)
H (-2.85, 2.32, 0.93)
H (-1.15, 4.04, 1.35)
H (0.25, 3.42, 2.23)
C (2.71, 5.34, 1.53)
H (3.60, 5.68, 2.05)
H (1.87, 5.38, 2.23)
H (2.50, 6.03, 0.72)
H (4.99, 3.46, 1.54)
H (4.44, 1.14, 0.32)
H (0.74, 0.81, -0.20)
H (1.44, 1.33, -1.74)
H (2.24, 0.08, -0.79)

Mulliken population analysis, charges in e, atoms 1 to 2: -1.156, 0.765


(two)
Below is the molecule C21H26ClF3N4O, with properties calculated with ωB97M-V with the def2-TZVPD basis set.

Summary:
SMILES string: Cc1ccc(C)n1CCN1CCN(CC(=O)Nc2cc(C(F)(F)F)ccc2Cl)CC1
Highest occupied orbital energy, Ha: -0.2772
2S+1: 1
LUMO energy, hartree: 0.015

Element x y z (Å)
C (4.02, -3.77, -1.12)
C (4.16, -2.86, 0.05)
C (4.66, -3.12, 1.30)
C (4.60, -1.92, 2.03)
C (4.07, -0.96, 1.21)
N (3.81, -1.54, 0.00)
C (3.19, -0.89, -1.12)
H (3.52, -1.37, -2.04)
H (3.50, 0.15, -1.14)
C (1.65, -1.00, -1.06)
N (1.09, -0.95, -2.40)
C (-0.24, -1.52, -2.53)
C (-1.34, -0.61, -1.98)
N (-1.28, 0.66, -2.69)
C (-2.41, 1.54, -2.44)
C (-2.53, 1.94, -0.97)
O (-1.82, 2.78, -0.46)
N (-3.44, 1.19, -0.28)
C (-3.79, 1.25, 1.06)
C (-3.23, 2.17, 1.95)
C (-3.64, 2.19, 3.28)
C (-4.60, 1.31, 3.75)
C (-5.16, 0.39, 2.87)
C (-4.76, 0.37, 1.55)
Cl (-5.48, -0.79, 0.48)
H (-5.91, -0.30, 3.22)
H (-4.91, 1.33, 4.78)
C (-3.02, 3.21, 4.19)
F (-1.68, 3.20, 4.13)
F (-3.34, 3.03, 5.48)
F (-3.40, 4.46, 3.87)
H (-2.48, 2.86, 1.60)
H (-3.96, 0.49, -0.80)
H (-2.26, 2.45, -3.03)
H (-3.32, 1.03, -2.78)
C (0.01, 1.29, -2.49)
C (1.11, 0.36, -3.02)
H (2.09, 0.81, -2.87)
H (0.95, 0.21, -4.09)
H (0.03, 2.23, -3.05)
H (0.20, 1.53, -1.43)
H (-2.31, -1.07, -2.17)
H (-1.21, -0.49, -0.89)
H (-0.27, -2.49, -2.02)
H (-0.42, -1.68, -3.59)
H (1.25, -0.23, -0.39)
H (1.40, -1.98, -0.63)
C (3.80, 0.48, 1.49)
H (4.39, 1.12, 0.84)
H (4.08, 0.70, 2.52)
H (2.75, 0.72, 1.36)
H (4.92, -1.78, 3.05)
H (5.03, -4.07, 1.65)
H (4.30, -4.78, -0.82)
H (2.99, -3.80, -1.49)
H (4.66, -3.46, -1.94)

Mulliken population analysis, charges in e, atoms 1 to 2: -1.382, 0.811


Most stable: (one) (next structure +2.8 kcal/mol)


(one)
Below is the molecule C2H3ClSi, with properties calculated with ωB97M-V with the def2-TZVPD basis set.

Summary:
SMILES string: [SiH3]C#CCl
Highest occupied orbital energy, Ha: -0.3732
2S+1: 1
LUMO energy, hartree: 0.025

Element x y z (Å)
C (-0.59, 0.13, -0.48)
C (-1.49, 0.57, -1.15)
Si (0.83, -0.26, 0.68)
Cl (-2.74, 1.01, -2.09)
H (1.66, 0.76, 0.91)
H (1.85, -1.25, 0.24)
H (0.48, -0.96, 1.87)

Mulliken population analysis, charges in e, atoms 1 to 2: -0.666, 0.802


(two)
Below is a 2-piece molecular cluster, C2H3ClSi overall, with properties calculated with ωB97M-V with the def2-TZVPD basis set.

Summary:
Highest occupied orbital energy, Ha: -0.3661
2S+1: 1
LUMO energy, hartree: -0.092

Element x y z (Å)
C (-1.22, 1.45, 1.26)
C (-0.69, 0.63, 0.58)
Si (0.32, -0.58, -0.52)
Cl (2.81, -1.30, -1.80)
H (-1.48, 2.26, 1.80)
H (0.63, -1.52, 0.50)
H (-0.37, -0.93, -1.82)

Mulliken population analysis, charges in e, atoms 1 to 2: 0.494, -0.960


(three)
Below is a 2-piece molecular cluster, C2H3ClSi overall, with properties calculated with ωB97M-V with the def2-TZVPD basis set.

Summary:
Highest occupied orbital energy (alpha / beta), Ha: -0.3357 / -0.3024
2S+1: 1
LUMO energy (alpha / beta), hartree: -0.044 / -0.043

Element x y z (Å)
C (0.67, 0.79, 0.03)
C (0.28, 0.19, -1.13)
Si (-0.45, -0.60, 0.46)
Cl (0.76, 0.34, -2.68)
H (1.25, 1.62, 0.41)
H (-1.77, -0.86, -0.04)
H (-0.73, -1.48, 2.94)

Mulliken population analysis, charges in e, atoms 1 to 2: -0.284, -0.032


Most stable: (one) (next structure +23.3 kcal/mol)


(one)
Below is an isolated ion of composition C6H12NS and charge +1, with properties calculated with ωB97M-V with the def2-TZVPD basis set.

Summary:
SMILES string: C[C@@H]1[NH2+][C@]2(C)C[C@@H]2S1
Highest occupied orbital energy, Ha: -0.4939
Net charge: +1
2S+1: 1
LUMO energy, hartree: -0.118

Element x y z (Å)
C (-1.65, -0.15, -1.25)
C (-0.26, -0.26, -1.79)
C (1.20, -1.00, 0.22)
C (-0.61, 0.65, -0.61)
C (1.45, -1.99, 1.33)
C (-0.37, 2.18, -0.79)
N (-0.05, 0.07, 0.64)
S (0.60, -1.78, -1.29)
H (-2.32, 0.55, -1.75)
H (-2.03, -1.00, -0.82)
H (0.25, 0.30, -2.58)
H (1.94, -0.24, 0.09)
H (1.80, -1.46, 2.33)
H (2.11, -2.74, 0.93)
H (0.53, -2.56, 1.73)
H (-1.29, 2.56, -0.58)
H (-0.11, 2.51, -1.76)
H (0.39, 2.50, -0.07)
H (-0.81, -0.50, 1.23)
H (0.40, 0.67, 1.41)

Mulliken population analysis, charges in e, atoms 1 to 2: -0.949, -0.154


(two)
Below is an isolated ion of composition C6H12NS and charge +1, with properties calculated with ωB97M-V with the def2-TZVPD basis set.

Summary:
SMILES string: C[N@H+]1CCC[C@@]12CS2
Highest occupied orbital energy, Ha: -0.5042
Net charge: +1
2S+1: 1
LUMO energy, hartree: -0.112

Element x y z (Å)
C (-1.43, 0.59, 0.99)
C (-0.02, 0.40, 1.44)
C (-1.44, -0.14, -0.33)
C (2.00, 1.47, 0.03)
C (0.72, 0.99, 0.31)
C (0.64, -1.27, -1.24)
N (0.02, -0.03, -0.93)
S (0.69, 2.66, -0.17)
H (-2.25, 0.09, 1.58)
H (-1.60, 1.58, 1.04)
H (0.12, 1.04, 2.36)
H (0.32, -0.55, 1.73)
H (-1.53, -1.20, -0.06)
H (-2.25, 0.24, -1.02)
H (2.73, 1.57, 0.77)
H (2.37, 1.24, -0.96)
H (1.24, -1.61, -0.38)
H (-0.21, -1.87, -1.68)
H (1.48, -1.13, -2.07)
H (0.04, 0.68, -1.70)

Mulliken population analysis, charges in e, atoms 1 to 2: -0.738, -0.499


Most stable: (one) (next structure +1.6 kcal/mol)